# 1
{"formula": "H10O5Tl", "method": "ωB97M-V/def2-TZVPD", "symbols": ["Tl", "O", "H", "H", "O", "H", "H", "O", "H", "H", "O", "H", "H", "O", "H", "H"], "coordinates": [[-0.608, -0.804, 0.449], [0.922, 0.882, -1.253], [1.162, 1.835, -1.319], [0.850, 0.575, -2.184], [0.735, -1.829, 2.500], [1.272, -2.655, 2.554], [0.432, -1.635, 3.419], [-2.101, -0.050, -1.743], [-1.750, 0.787, -2.108], [-2.993, -0.174, -2.152], [-1.663, 1.829, 0.619], [-1.226, 2.688, 0.433], [-2.577, 2.061, 0.905], [2.154, -1.218, 0.118], [2.715, -1.906, -0.318], [2.677, -0.387, 0.083]], "homo_ev": -24.45, "charge": 3, "relative_energy_kcal_mol": 12.7, "lumo_ev": -19.63, "gap_ev": 4.82}

# 2
{"formula": "H10O6Y2", "method": "ωB97M-V/def2-TZVPD", "symbols": ["Y", "Y", "O", "H", "O", "H", "O", "H", "H", "O", "H", "H", "O", "H", "H", "O", "H", "H"], "coordinates": [[1.311, -5.040, 19.326], [-0.280, -1.700, 18.271], [-0.679, -3.537, 19.403], [-1.482, -3.791, 19.881], [1.607, -3.000, 18.390], [2.389, -2.639, 17.936], [-2.747, -1.608, 18.532], [-3.090, -0.684, 18.504], [-3.377, -2.099, 17.955], [-0.147, -6.770, 19.827], [-1.080, -6.744, 20.129], [-0.009, -7.712, 19.559], [0.847, -4.629, 21.599], [1.508, -4.627, 22.328], [0.035, -4.185, 21.985], [-1.390, -3.610, 22.916], [-2.129, -3.270, 23.456], [-1.022, -2.772, 22.595]], "homo_ev": -24.26, "charge": 4, "lumo_ev": -16.57, "gap_ev": 7.70}

# 3
{"formula": "H11NO4", "method": "ωB97M-V/def2-TZVPD", "symbols": ["N", "H", "H", "H", "H", "H", "O", "H", "H", "O", "H", "H", "O", "H", "H", "O"], "coordinates": [[1.532, 0.611, -2.871], [2.459, 0.500, -2.476], [1.199, -0.314, -3.113], [1.652, 1.158, -3.718], [0.348, 0.368, 0.129], [0.358, -1.073, 0.748], [0.971, -0.359, 0.473], [-2.432, 1.815, 2.551], [-2.018, 3.257, 2.935], [-2.281, 2.403, 3.295], [-0.295, 2.434, -0.623], [0.363, 1.284, -1.651], [0.293, 1.681, -0.754], [-0.729, -5.084, 2.305], [-1.078, -4.108, 1.185], [-0.341, -4.575, 1.585]], "homo_ev": [-14.27, -14.26], "charge": 1, "s_squared": 0.757, "relative_energy_kcal_mol": 44.1, "spin_multiplicity": 2, "lumo_ev": [-3.78, -10.86], "gap_ev": [10.49, 3.41]}

# 4
{"formula": "H11O5", "method": "ωB97M-V/def2-TZVPD", "symbols": ["O", "H", "H", "O", "H", "H", "O", "H", "H", "O", "H", "H", "O", "H", "H", "H"], "coordinates": [[-1.028, 0.866, -2.733], [-0.485, 1.729, -2.650], [-1.037, 0.625, -3.691], [2.053, 1.666, 4.789], [1.145, 1.306, 4.907], [2.268, 2.274, 5.566], [-3.596, 1.394, 0.496], [-3.659, 0.743, -0.256], [-3.600, 0.742, 1.280], [2.411, -2.266, -1.034], [3.388, -2.199, -1.222], [2.303, -3.195, -0.477], [-0.210, -1.191, -1.202], [-0.767, -0.487, -1.805], [0.707, -1.459, -1.543], [0.107, -0.547, -0.423]], "homo_ev": [-3.73, -11.17], "charge": 0, "s_squared": 0.751, "relative_energy_kcal_mol": 33.9, "spin_multiplicity": 2, "lumo_ev": [0.57, 0.26], "gap_ev": [4.30, 11.43]}

# 5
{"formula": "H11O5", "method": "ωB97M-V/def2-TZVPD", "symbols": ["O", "H", "H", "O", "H", "H", "O", "H", "H", "O", "H", "H", "O", "H", "H", "H"], "coordinates": [[-2.701, -2.009, -1.222], [-3.455, -2.370, -0.724], [-2.369, -2.795, -1.672], [-1.104, -0.518, 1.186], [-2.063, -0.619, 1.129], [-0.806, -0.959, 2.001], [1.551, 1.297, -0.954], [1.212, 1.912, -1.626], [2.158, 1.778, -0.366], [2.108, 2.231, 1.744], [3.036, 2.133, 2.012], [1.864, 3.078, 2.139], [0.094, -0.736, -0.936], [0.124, -1.511, -1.516], [-0.450, -0.863, -0.050], [0.802, -0.048, -1.145]], "homo_ev": -15.16, "charge": 1, "relative_energy_kcal_mol": 20.9, "lumo_ev": -3.14, "gap_ev": 12.02}

# 6
{"formula": "H11O6", "method": "ωB97M-V/def2-TZVPD", "symbols": ["O", "H", "O", "H", "H", "O", "H", "H", "O", "H", "H", "O", "H", "H", "O", "H", "H"], "coordinates": [[-0.351, -0.340, -0.590], [-0.678, -0.713, -1.411], [1.949, 0.286, -1.751], [1.079, 0.205, -1.232], [2.455, -0.507, -1.543], [-0.619, 1.148, 2.114], [-0.612, 0.459, 1.444], [0.273, 1.496, 2.172], [1.395, -2.178, 0.537], [0.781, -1.473, 0.143], [0.924, -2.960, 0.263], [0.013, 4.490, -0.169], [-0.851, 4.852, 0.092], [-0.192, 3.884, -0.858], [-2.023, -3.192, 0.064], [-1.230, -2.712, -0.141], [-2.311, -2.745, 0.866]], "homo_ev": -4.91, "charge": -1, "relative_energy_kcal_mol": 23.2, "lumo_ev": 3.60, "gap_ev": 8.51}

# 7
{"formula": "H12MgO10S", "method": "ωB97M-V/def2-TZVPD", "symbols": ["Mg", "S", "O", "O", "O", "O", "O", "H", "H", "O", "H", "H", "O", "H", "H", "O", "H", "H", "O", "H", "H", "O", "H", "H"], "coordinates": [[-9.651, -10.198, -6.290], [-11.214, -10.316, -9.136], [-10.658, -10.449, -7.759], [-12.534, -9.717, -8.977], [-10.433, -9.311, -9.888], [-11.292, -11.597, -9.841], [-10.743, -11.365, -5.096], [-11.697, -11.390, -5.221], [-10.613, -11.594, -4.170], [-8.426, -9.805, -4.730], [-8.017, -9.099, -4.220], [-8.359, -10.585, -4.165], [-12.119, -12.984, -7.088], [-12.655, -12.514, -6.448], [-11.381, -12.379, -7.299], [-8.371, -9.011, -7.367], [-7.530, -9.055, -7.828], [-8.778, -8.188, -7.671], [-8.582, -11.855, -6.689], [-7.716, -11.996, -6.290], [-8.646, -12.523, -7.385], [-10.899, -8.687, -5.804], [-10.887, -7.953, -5.182], [-11.785, -8.666, -6.203]], "homo_ev": -6.20, "charge": 0, "relative_energy_kcal_mol": 27.0, "lumo_ev": -1.74, "gap_ev": 4.46}

# 8
{"formula": "H12N3O15Zn2", "method": "ωB97M-V/def2-TZVPD", "symbols": ["Zn", "Zn", "N", "O", "O", "O", "N", "O", "O", "O", "N", "O", "O", "O", "O", "H", "H", "O", "H", "H", "O", "H", "H", "O", "H", "H", "O", "H", "H", "O", "H", "H"], "coordinates": [[-2.804, -0.291, -1.324], [2.808, 1.872, 0.023], [-1.433, -3.298, -1.759], [-1.787, -2.074, -1.528], [-2.172, -4.041, -2.378], [-0.380, -3.623, -1.198], [-0.049, 0.422, 0.500], [0.761, 1.316, 0.193], [0.221, -0.399, 1.363], [-1.178, 0.375, -0.071], [2.115, 5.004, -0.673], [2.275, 5.438, -1.799], [2.176, 3.769, -0.316], [1.932, 5.796, 0.262], [-1.372, 1.994, 2.518], [-1.421, 1.821, 1.576], [-1.380, 1.124, 2.930], [-3.724, -1.074, 0.277], [-4.205, -1.911, 0.202], [-3.377, -1.062, 1.180], [-1.867, 0.352, -2.943], [-1.405, 1.203, -2.951], [-1.473, -0.158, -3.665], [3.356, -0.048, 0.466], [3.965, -0.370, 1.144], [3.036, -0.858, 0.003], [1.839, -1.869, -1.069], [2.076, -2.800, -0.991], [0.879, -1.860, -0.940], [0.995, -1.951, 3.644], [0.991, -1.353, 4.398], [0.603, -1.443, 2.925]], "homo_ev": -12.16, "charge": 1, "lumo_ev": -5.41, "gap_ev": 6.74}

# 9
{"formula": "H12NO4", "method": "ωB97M-V/def2-TZVPD", "symbols": ["N", "H", "H", "H", "H", "H", "H", "O", "H", "H", "O", "H", "H", "O", "H", "H", "O"], "coordinates": [[0.471, 0.162, 1.106], [0.333, 0.473, 0.117], [0.289, -0.850, 1.203], [-0.153, 0.715, 1.721], [1.438, 0.371, 1.366], [1.395, -0.807, -4.081], [0.098, -0.172, -4.580], [0.626, -0.307, -3.784], [-0.480, -3.022, 2.170], [0.319, -3.332, 0.903], [0.043, -2.606, 1.474], [-1.566, 1.525, 3.612], [-1.839, 2.442, 2.407], [-1.321, 1.677, 2.688], [0.376, 0.619, -2.264], [-0.077, 2.002, -1.763], [0.209, 1.136, -1.450]], "homo_ev": -15.21, "charge": 1, "relative_energy_kcal_mol": 0.0, "lumo_ev": -2.73, "gap_ev": 12.48}

# 10
{"formula": "H12NO4", "method": "ωB97M-V/def2-TZVPD", "symbols": ["N", "H", "H", "H", "H", "H", "H", "O", "H", "H", "O", "H", "H", "O", "H", "H", "O"], "coordinates": [[0.835, -0.570, -0.107], [0.902, 0.212, -0.710], [0.493, -1.356, -0.676], [0.017, -0.224, 0.538], [1.734, -0.661, 0.401], [1.827, 2.228, -1.168], [0.647, 3.050, -0.104], [0.973, 2.305, -0.581], [-1.532, -1.367, 2.200], [-0.516, -2.003, 3.260], [-0.576, -1.485, 2.375], [-0.147, -2.147, -3.438], [-1.608, -2.034, -3.020], [-0.701, -2.216, -2.622], [-0.211, 2.078, 0.638], [-1.359, 2.434, 1.646], [-0.779, 1.754, 1.372]], "homo_ev": -15.04, "charge": 1, "relative_energy_kcal_mol": 48.9, "lumo_ev": -3.46, "gap_ev": 11.58}

# 11
{"formula": "H12NO4", "method": "ωB97M-V/def2-TZVPD", "symbols": ["N", "H", "H", "H", "H", "H", "H", "O", "H", "H", "O", "H", "H", "O", "H", "H", "O"], "coordinates": [[0.467, 0.005, 0.675], [0.635, -0.816, 1.271], [-0.336, 0.592, 0.937], [1.326, 0.551, 0.718], [0.340, -0.202, -0.342], [-0.197, 0.274, -2.573], [-1.599, -0.232, -2.073], [-0.688, -0.095, -1.815], [-2.710, 0.782, 1.904], [-2.186, 2.187, 2.055], [-1.941, 1.322, 1.717], [1.661, -0.111, -4.181], [1.514, 1.375, -3.967], [1.413, 0.532, -3.509], [0.133, -2.477, 3.274], [1.550, -1.936, 3.043], [0.618, -1.749, 2.866]], "homo_ev": -15.24, "charge": 1, "relative_energy_kcal_mol": 6.0, "lumo_ev": -2.80, "gap_ev": 12.44}

# 12
{"formula": "H12NaO10S", "method": "ωB97M-V/def2-TZVPD", "symbols": ["Na", "S", "O", "O", "O", "O", "O", "H", "H", "O", "H", "H", "O", "H", "H", "O", "H", "H", "O", "H", "H", "O", "H", "H"], "coordinates": [[0.840, 0.788, 1.114], [-2.572, -3.931, 0.496], [-1.736, -3.021, -0.308], [-1.607, -4.659, 1.288], [-3.647, -3.193, 1.198], [-3.296, -4.888, -0.301], [2.707, -3.010, 2.603], [1.903, -3.529, 2.594], [2.920, -2.914, 3.531], [-3.072, 1.026, -2.698], [-2.889, 0.126, -2.430], [-4.027, 1.089, -2.693], [-0.253, 4.649, -0.737], [0.017, 5.463, -1.162], [-0.873, 4.253, -1.350], [5.564, 1.475, -0.430], [6.181, 0.779, -0.656], [6.117, 2.213, -0.174], [2.160, 2.923, -4.326], [2.537, 2.457, -5.072], [2.552, 2.504, -3.559], [-3.012, 0.146, 4.276], [-3.417, -0.468, 3.663], [-3.097, -0.276, 5.131]], "homo_ev": -2.09, "charge": -1, "relative_energy_kcal_mol": 143.8, "lumo_ev": 0.23, "gap_ev": 2.32}

Which formula does entry 8 have?
H12N3O15Zn2

Copy entry 5 word for word.
{"formula": "H11O5", "method": "ωB97M-V/def2-TZVPD", "symbols": ["O", "H", "H", "O", "H", "H", "O", "H", "H", "O", "H", "H", "O", "H", "H", "H"], "coordinates": [[-2.701, -2.009, -1.222], [-3.455, -2.370, -0.724], [-2.369, -2.795, -1.672], [-1.104, -0.518, 1.186], [-2.063, -0.619, 1.129], [-0.806, -0.959, 2.001], [1.551, 1.297, -0.954], [1.212, 1.912, -1.626], [2.158, 1.778, -0.366], [2.108, 2.231, 1.744], [3.036, 2.133, 2.012], [1.864, 3.078, 2.139], [0.094, -0.736, -0.936], [0.124, -1.511, -1.516], [-0.450, -0.863, -0.050], [0.802, -0.048, -1.145]], "homo_ev": -15.16, "charge": 1, "relative_energy_kcal_mol": 20.9, "lumo_ev": -3.14, "gap_ev": 12.02}